ORCA calculation (ωB97M-V/def2-TZVPD) on 6 unconnected molecules or ions with the total composition C19H54N4O7 in a non-equilibrium geometry.

Values from the calculation:
Spin multiplicity: 2
Charge: +1
LUMO (spin up / spin down), eV: -3.1 / -9.2
ΔE to the lowest compared entry with this formula, charge and spin, kcal/mol: 55.58
HOMO-LUMO gap (spin up / spin down), eV: 8.06 / 1.98
Energy, eV: -40855.5303

Each line ends with the Löwdin charge.
Atoms and positions in Å:
1 C -0.40712 -1.11326 5.68668  -0.221
2 C -1.58936 -1.55254 4.77537  -0.209
3 O -1.27531 -1.67560 3.37975  -0.088
4 O 0.31288 -2.25036 6.13393  -0.081
5 H -0.83739 -0.80506 6.63956  0.121
6 H 0.33153 -0.40347 5.31426  0.111
7 H -2.24065 -0.67910 4.80752  0.115
8 H -2.11352 -2.43156 5.15043  0.126
9 H -0.84152 -2.51825 3.22690  0.068
10 H 0.44087 -2.85257 5.39735  0.069
11 C -0.72839 1.05501 0.48900  -0.146
12 O -1.04686 0.44430 -0.75889  -0.135
13 H 0.30161 1.40725 0.43311  0.057
14 H -1.40324 1.82024 0.87254  0.086
15 H -0.73260 0.32321 1.29681  0.060
16 H -1.45609 -0.41945 -0.66905  0.028
17 C -5.53603 -1.95052 -0.39263  -0.073
18 C -4.43389 -2.68945 -1.14476  -0.407
19 C -5.03765 -3.45411 -2.34330  -0.168
20 O -5.66220 -2.46407 -3.21152  -0.231
21 C -6.42216 -3.04085 -4.25792  -0.098
22 N -3.51821 -1.65613 -1.63367  0.056
23 H -6.33022 -2.62013 -0.06250  0.083
24 H -6.02641 -1.21685 -1.03244  0.078
25 H -5.22108 -1.31363 0.43397  0.078
26 H -4.02469 -3.36294 -0.39172  0.133
27 H -5.84756 -4.10421 -2.01237  0.122
28 H -4.30501 -3.98972 -2.94700  0.115
29 H -7.22345 -3.72669 -3.98285  0.092
30 H -5.66223 -3.48706 -4.89941  0.085
31 H -6.84036 -2.18527 -4.78820  0.093
32 H -2.84882 -2.15127 -2.20538  0.028
33 H -3.95431 -1.20359 -2.42431  0.080
34 C -1.07005 4.77274 -0.92951  -0.065
35 C 0.26077 4.08063 -1.53753  -0.393
36 C 0.08580 3.72817 -3.07381  -0.164
37 O 1.43238 3.50727 -3.52475  -0.198
38 C 1.51680 3.28827 -4.92880  -0.117
39 N 1.18576 5.15869 -1.29494  0.027
40 H -1.41510 5.53309 -1.63015  0.062
41 H -0.85233 5.19565 0.05123  0.074
42 H -2.00632 4.21620 -0.88738  0.061
43 H 0.48450 3.26457 -0.85043  0.100
44 H -0.42863 4.59714 -3.48411  0.116
45 H -0.57135 2.88300 -3.27857  0.117
46 H 0.87062 2.51196 -5.33856  0.084
47 H 2.49449 2.93834 -5.26012  0.078
48 H 1.52805 4.21706 -5.49917  0.089
49 H 0.68161 5.88524 -1.78285  0.067
50 H 1.98288 4.91206 -1.86405  0.065
51 C -0.28188 -2.53952 -2.47844  -0.039
52 C 1.24632 -2.80609 -2.40055  -0.301
53 C 1.95651 -2.06832 -1.11841  -0.081
54 O 3.34860 -2.23726 -1.36125  -0.182
55 C 4.17473 -1.72049 -0.33949  -0.074
56 N 1.42175 -4.21194 -2.29695  0.323
57 H -0.62993 -1.50760 -2.43251  0.083
58 H -0.56463 -3.11006 -1.59378  0.078
59 H -0.80527 -3.06171 -3.27937  0.100
60 H 1.49792 -2.41779 -3.38747  0.180
61 H 1.46797 -2.35834 -0.18818  0.137
62 H 1.93453 -0.97948 -1.16365  0.151
63 H 4.08887 -0.66942 -0.06385  0.097
64 H 5.24407 -1.79963 -0.53530  0.105
65 H 3.99120 -2.39837 0.49412  0.096
66 H 0.77476 -4.48475 -1.57095  0.148
67 H 2.35955 -4.16190 -1.92528  0.137
68 C 4.35548 3.49105 4.50392  -0.075
69 C 4.56789 2.12729 3.83335  -0.444
70 C 3.27431 1.59187 3.08335  -0.208
71 O 3.47318 0.24674 2.77409  -0.175
72 C 2.26930 -0.38080 2.25241  -0.084
73 N 5.73473 2.29208 3.00098  0.042
74 H 3.54095 3.34614 5.21360  0.072
75 H 4.06254 4.28906 3.82167  0.078
76 H 5.34739 3.70466 4.90215  0.080
77 H 4.81233 1.49422 4.68633  0.132
78 H 3.16297 2.27125 2.23827  0.128
79 H 2.38727 1.81489 3.67624  0.120
80 H 2.08980 -0.00456 1.24528  0.059
81 H 1.37051 -0.17323 2.83311  0.075
82 H 2.47735 -1.44920 2.19465  0.078
83 H 5.35370 1.71922 2.26156  0.052
84 H 6.49505 1.72923 3.35483  0.078